A 14-piece molecular cluster, H28O14 overall. Source: the OMol25 dataset; level of theory: ωB97M-V/def2-TZVPD.

**Molar mass**: 252.21 u
**Electronic energy**: -29118.4441 eV
**Charge**: 0
**Kohn-Sham gap**: 10.92 eV
**Relative energy (zero: lowest compared OMol25 entry of this formula, charge and spin)**: 73.97 kcal per mole
**Max |F|**: 1.150 eV Å⁻¹
**E_HOMO**: -11.3 eV
**LUMO energy**: -0.014 Ha

Last columns: bonded neighbours and bond lengths (Å).
Cartesian coordinates (Å):
1 H -0.5363 0.2775 0.3852  O29 0.964
2 H 0.7986 -0.3317 0.7813  O29 0.964
3 H 4.6803 0.6026 0.1199  O30 0.964
4 H 4.1724 1.5610 -0.9447  O30 0.964
5 H -4.7537 0.5206 0.9282  O31 0.964
6 H -4.2239 -0.6996 0.1931  O31 0.964
7 H -0.0741 3.6897 -2.1725  O32 0.964
8 H 0.3366 2.4656 -2.9744  O32 0.964
9 H 3.0157 -2.1442 2.6668  O33 0.964
10 H 1.9549 -1.4664 3.5185  O33 0.964
11 H -1.2349 -1.3012 1.8282  O34 0.964
12 H -0.6859 -2.6864 1.5284  O34 0.964
13 H 0.5948 -1.3006 -4.1734  O35 0.964
14 H -0.5603 -1.9267 -3.4094  O35 0.964
15 H 2.8560 -3.7131 -2.6173  O36 0.964
16 H 3.5495 -2.9901 -1.4743  O36 0.964
17 H -1.8971 3.0475 -1.2441  O37 0.964
18 H -2.3156 2.6460 0.1608  O37 0.964
19 H 0.2556 -2.8258 -0.3973  O38 0.964
20 H 1.0700 -2.4587 0.8323  O38 0.964
21 H 0.0031 0.6775 3.7687  O39 0.964
22 H 0.8698 1.8803 4.1033  O39 0.964
23 H -0.7259 -0.4403 -1.1947  O40 0.964
24 H -1.4993 0.8545 -1.3826  O40 0.964
25 H 2.5306 1.4840 -2.1012  O41 0.964
26 H 1.3573 0.5266 -2.2309  O41 0.964
27 H -4.4579 2.6356 0.6387  O42 0.964
28 H -3.2306 2.1261 1.3764  O42 0.964
29 O 0.3160 0.5026 0.7749  H1 0.964, H2 0.964
30 O 4.2094 1.4364 0.0103  H3 0.964, H4 0.964
31 O -4.8481 -0.4373 0.8791  H5 0.964, H6 0.964
32 O -0.1934 2.7342 -2.2155  H7 0.964, H8 0.964
33 O 2.1615 -2.3019 3.0846  H9 0.964, H10 0.964
34 O -1.4648 -2.1336 1.3999  H11 0.964, H12 0.964
35 O -0.1484 -1.0768 -3.6019  H13 0.964, H14 0.964
36 O 3.2748 -3.8677 -1.7631  H15 0.964, H16 0.964
37 O -1.5689 2.9942 -0.3394  H17 0.964, H18 0.964
38 O 1.1624 -2.7677 -0.0759  H19 0.964, H20 0.964
39 O 0.6202 1.0089 4.4308  H21 0.964, H22 0.964
40 O -1.5467 -0.0021 -0.9433  H23 0.964, H24 0.964
41 O 1.8429 1.2036 -2.7155  H25 0.964, H26 0.964
42 O -4.0482 2.6184 1.5110  H27 0.964, H28 0.964